6 unconnected molecules or ions with the total composition C23H51FN6O8. Source: OMol25; level of theory: ωB97M-V with the def2-TZVPD basis set.

XYZ file:
```
89
Properties=species:S:1:pos:R:3:lowdin_charge:R:1
C 2.983 1.461 -0.437 -0.022
C 2.052 2.600 -0.077 -0.361
F 2.139 2.831 1.292 -0.012
C 0.606 2.354 -0.454 -0.124
O 0.091 1.236 0.266 -0.006
C -1.265 1.231 0.398 -0.576
O -1.869 2.173 0.844 0.087
N -1.870 0.079 -0.024 0.098
C -1.147 -1.201 -0.188 -0.153
C -0.248 -1.223 -1.432 -0.163
C 0.970 -2.144 -1.324 -0.159
C 1.745 -2.097 -0.009 -0.261
O 1.486 -3.301 0.733 -0.076
H 4.023 1.752 -0.273 0.080
H 2.858 1.175 -1.483 0.092
H 2.771 0.604 0.202 0.071
H 2.355 3.521 -0.589 0.145
H 0.571 2.147 -1.532 0.135
H 0.001 3.241 -0.254 0.130
H -2.749 -0.016 0.470 0.136
H -0.604 -1.454 0.725 0.111
H -1.933 -1.948 -0.311 0.124
H 0.039 -0.203 -1.687 0.099
H -0.864 -1.575 -2.263 0.083
H 1.648 -1.891 -2.137 0.088
H 0.679 -3.182 -1.499 0.117
H 1.423 -1.244 0.603 0.093
H 2.819 -1.990 -0.160 0.080
H 2.229 -3.440 1.331 0.077
C 8.282 -0.936 0.318 -0.080
N 6.922 -1.357 0.577 0.009
C 6.147 -2.200 -0.156 -0.539
C 6.748 -2.791 -1.410 -0.007
O 5.007 -2.459 0.192 0.030
H 8.942 -1.226 1.137 0.083
H 8.338 0.147 0.197 0.083
H 8.650 -1.398 -0.593 0.070
H 6.460 -0.997 1.398 0.140
H 5.998 -3.429 -1.868 0.082
H 7.030 -2.009 -2.116 0.084
H 7.633 -3.385 -1.179 0.083
C -1.707 1.890 4.232 -0.074
N -2.593 0.778 3.951 0.019
C -3.496 0.183 4.775 -0.552
C -3.600 0.741 6.173 -0.008
O -4.188 -0.743 4.378 0.018
H -1.912 2.712 3.545 0.071
H -0.665 1.594 4.095 0.087
H -1.837 2.241 5.253 0.061
H -2.563 0.381 3.026 0.117
H -4.359 0.184 6.715 0.083
H -2.649 0.656 6.699 0.090
H -3.868 1.796 6.154 0.052
C 2.163 -5.813 -6.151 -0.085
N 2.449 -4.590 -5.433 0.004
C 1.570 -3.640 -5.007 -0.538
C 0.103 -3.853 -5.304 -0.004
O 1.957 -2.657 -4.401 0.032
H 2.482 -6.686 -5.579 0.082
H 2.673 -5.828 -7.117 0.081
H 1.096 -5.898 -6.331 0.069
H 3.407 -4.387 -5.197 0.135
H -0.448 -3.005 -4.903 0.059
H -0.073 -3.914 -6.380 0.084
H -0.259 -4.773 -4.842 0.085
C -5.657 -1.119 -4.242 -0.079
N -4.264 -1.510 -4.222 0.009
C -3.165 -0.710 -4.274 -0.537
C -3.389 0.781 -4.365 -0.006
O -2.042 -1.187 -4.235 0.023
H -6.165 -1.442 -3.331 0.084
H -6.172 -1.557 -5.099 0.082
H -5.742 -0.039 -4.311 0.070
H -4.045 -2.492 -4.155 0.139
H -2.416 1.262 -4.392 0.082
H -3.944 1.041 -5.267 0.083
H -3.942 1.146 -3.498 0.085
C -3.057 7.415 6.265 -0.079
N -2.867 6.119 6.883 0.007
C -3.206 4.896 6.396 -0.539
C -3.870 4.847 5.038 -0.005
O -2.976 3.886 7.041 0.025
H -2.101 7.918 6.114 0.083
H -3.689 8.052 6.886 0.083
H -3.536 7.301 5.298 0.070
H -2.429 6.084 7.790 0.139
H -4.075 3.809 4.792 0.071
H -4.808 5.403 5.042 0.086
H -3.221 5.268 4.270 0.088
```

Summary:
Orbital gap ... 9.4 eV
Structure (SMILES) ... C[C@H](F)COC(=O)NCCCCO.CNC(C)=O.CNC(C)=O.CNC(C)=O.CNC(C)=O.CNC(C)=O
LUMO ... 0.68 eV
Strongest force on any atom ... 0.83 eV/Å
E_tot ... -52718.483 eV
Spin multiplicity ... 1

2 unconnected molecules or ions with the total composition C35H38N2O7S2. Source: OMol25; level of theory: ωB97M-V with the def2-TZVPD basis set.

XYZ file:
```
84
Properties=species:S:1:pos:R:3:lowdin_charge:R:1
C -3.591 6.400 -0.346 -0.188
C -2.718 5.189 -0.063 -0.153
N -3.141 3.982 -0.758 -0.088
C -2.407 2.838 -0.467 -0.209
C -2.413 1.712 -1.322 0.005
C -1.754 0.546 -0.948 -0.032
C -0.882 0.518 0.174 -0.224
C -0.060 -0.620 0.526 0.139
C -0.564 -1.537 1.494 -0.162
C -1.974 -1.649 1.727 0.039
C -2.483 -2.319 2.822 0.009
C -1.625 -3.014 3.719 -0.168
N -2.118 -3.720 4.809 -0.053
C -1.254 -3.870 5.977 -0.125
C -1.822 -4.796 7.049 -0.176
O -3.216 -4.591 7.279 -0.133
C -3.967 -4.799 6.082 -0.177
C -3.569 -3.814 4.980 -0.134
C -0.227 -2.989 3.438 0.012
C 0.276 -2.315 2.342 0.031
C -0.938 1.629 1.051 -0.014
C -1.693 2.750 0.750 -0.022
C -3.699 4.107 -2.100 -0.147
C -4.616 5.331 -2.185 -0.180
O -3.981 6.522 -1.709 -0.139
H -4.488 6.356 0.297 0.126
H -3.004 7.302 -0.141 0.129
H -1.669 5.428 -0.323 0.142
H -2.794 5.015 1.012 0.110
H -2.939 1.749 -2.278 0.103
H -1.897 -0.351 -1.543 0.115
H 0.997 -0.645 0.286 0.071
H -2.654 -1.162 1.026 0.131
H -3.560 -2.280 3.005 0.108
H -0.298 -4.288 5.661 0.112
H -1.073 -2.885 6.445 0.143
H -1.634 -5.849 6.763 0.132
H -1.356 -4.574 8.019 0.134
H -3.843 -5.835 5.710 0.131
H -5.010 -4.632 6.386 0.134
H -4.008 -2.831 5.246 0.138
H -4.024 -4.156 4.039 0.132
H 0.475 -3.503 4.098 0.107
H 1.344 -2.329 2.126 0.096
H -0.396 1.594 1.992 0.119
H -1.722 3.562 1.475 0.095
H -2.892 4.204 -2.860 0.143
H -4.299 3.220 -2.339 0.119
H -4.847 5.558 -3.238 0.130
H -5.547 5.127 -1.611 0.130
C 3.253 -1.771 0.650 -0.051
O 3.558 -1.108 -0.643 -0.238
C 2.655 -0.475 -1.381 -0.473
S 3.548 0.513 -2.690 0.714
C 4.746 1.697 -2.057 -0.267
C 4.298 2.975 -1.723 -0.062
C 5.224 3.951 -1.343 -0.081
C 6.594 3.652 -1.340 -0.087
C 7.038 2.390 -1.759 -0.078
C 6.109 1.412 -2.132 -0.055
O 4.357 -0.478 -3.387 -0.340
O 2.511 1.255 -3.384 -0.333
S 1.349 -1.440 -2.253 0.678
C 1.659 -1.753 -3.990 -0.292
C 0.968 -1.016 -4.961 -0.064
C 1.055 -1.391 -6.301 -0.080
C 1.813 -2.502 -6.679 -0.089
C 2.524 -3.209 -5.705 -0.082
C 2.435 -2.850 -4.361 -0.067
O 1.251 -2.706 -1.541 -0.332
O 0.238 -0.512 -2.333 -0.353
H 4.232 -2.048 1.040 0.092
H 2.760 -1.057 1.307 0.070
H 2.633 -2.643 0.445 0.067
H 3.229 3.177 -1.763 0.114
H 4.854 4.930 -1.039 0.101
H 7.313 4.397 -0.991 0.100
H 8.101 2.140 -1.782 0.103
H 6.424 0.428 -2.475 0.112
H 0.360 -0.163 -4.668 0.109
H 0.519 -0.801 -7.045 0.101
H 1.855 -2.821 -7.723 0.099
H 3.152 -4.055 -5.983 0.101
H 2.958 -3.407 -3.585 0.118
```

Summary:
Orbital gap ... 3.6 eV
LUMO ... -2.26 eV
Strongest force on any atom ... 4.08 eV/Å
E_tot ... -75887.044 eV
Spin multiplicity ... 1
Energy relative to the best compared isomer or geometry (same formula, charge and spin) ... 38.4 kJ/mol